The following is a DFT calculation (ωB97M-V/def2-TZVPD) of a cluster of 9 separate species, C23H56O31S9 in total in a non-equilibrium geometry.

```
119
Properties=species:S:1:pos:R:3:forces:R:3
O -10.5640 -20.6125 -6.0655 0.749 0.162 -1.034
S -10.0544 -20.8845 -7.3964 -0.828 0.499 0.420
O -10.3205 -22.2085 -7.8962 0.682 0.346 -0.163
O -10.6433 -19.8034 -8.4255 -0.781 -0.153 0.246
C -12.1148 -19.5564 -8.4650 0.666 1.147 -2.223
C -12.8899 -20.6569 -9.1505 -0.763 0.505 0.925
C -8.3231 -20.3600 -7.5711 -1.239 -1.269 0.871
H -12.1895 -18.5854 -9.0683 0.216 -1.293 1.053
H -12.5069 -19.4219 -7.4984 -0.016 0.388 1.423
H -13.9836 -20.3535 -9.2187 1.228 -0.646 0.572
H -12.6596 -21.5764 -8.6019 -0.746 -0.046 -0.282
H -12.5850 -20.7481 -10.1519 0.613 -0.337 -1.371
H -7.8301 -20.7650 -6.7138 0.253 -0.368 0.716
H -8.2918 -19.3054 -7.4876 -0.011 0.995 -0.338
H -7.8734 -20.8075 -8.4265 0.001 0.042 -0.857
O -3.2036 -21.6567 -11.7840 0.832 0.354 1.670
S -1.9432 -21.7546 -11.0590 0.574 0.365 -1.385
O -0.7734 -21.5824 -11.9270 -1.334 -0.081 1.866
O -1.8884 -20.8045 -9.7416 -0.538 0.479 -0.981
C -2.2585 -19.3738 -9.9707 2.641 -0.220 -1.577
C -2.4225 -18.6292 -8.7239 -1.120 -1.249 1.274
C -1.8021 -23.2814 -10.1612 1.884 0.331 -0.801
H -3.2145 -19.3480 -10.4305 -0.550 -0.188 -1.086
H -1.3998 -18.9281 -10.5694 -1.317 -0.608 0.217
H -3.1020 -19.3017 -8.1434 0.237 1.203 0.165
H -2.8327 -17.6665 -8.9679 -0.761 0.278 -0.035
H -1.5496 -18.4026 -8.1756 1.204 -0.233 0.634
H -0.7688 -23.1957 -9.7292 -0.877 -0.450 -0.504
H -1.8798 -24.0526 -10.9497 0.067 0.155 0.576
H -2.4872 -23.3857 -9.3495 -0.729 0.122 0.218
O -8.9788 -19.5921 -18.6703 1.081 0.278 1.537
S -8.4157 -20.0057 -17.3886 1.764 -1.571 0.638
O -7.1771 -20.7997 -17.2898 -1.656 1.792 -0.760
O -8.1775 -18.7891 -16.3243 -0.475 -0.348 -1.354
C -8.9045 -17.5483 -16.5506 0.230 0.163 -0.993
C -10.2654 -17.5921 -15.9163 1.150 1.228 0.332
C -9.6196 -21.0093 -16.5996 0.618 -0.363 -1.858
H -8.9061 -17.3575 -17.6486 -0.226 -0.097 0.751
H -8.3353 -16.7668 -16.0792 0.615 0.048 0.236
H -10.1497 -18.0975 -14.9846 -0.062 -0.109 0.990
H -10.8894 -18.1740 -16.4969 -1.722 -1.003 -1.253
H -10.6579 -16.5741 -15.7735 0.008 -0.456 -0.058
H -9.2572 -21.3781 -15.6548 -0.369 0.452 0.299
H -9.6063 -21.8582 -17.3095 -0.304 0.201 0.389
H -10.5396 -20.4666 -16.7368 -0.566 -0.162 0.792
O -5.3074 -18.5610 -15.8251 1.302 0.075 -0.533
S -5.2455 -17.3547 -15.0598 -2.091 -0.676 1.755
O -6.4306 -17.1851 -14.2356 1.092 1.027 -0.547
O -4.0428 -17.3051 -14.0010 -1.190 0.360 -0.793
C -2.7999 -17.8492 -14.4184 1.771 -1.415 1.209
C -1.6148 -16.8995 -14.2482 0.734 -0.923 1.131
C -4.9478 -15.9532 -16.0943 1.321 -0.400 -1.539
H -2.8734 -18.2610 -15.4133 0.014 0.117 -0.488
H -2.5878 -18.7490 -13.7531 -0.430 1.008 -0.735
H -0.7472 -17.4727 -14.6552 -0.491 0.698 0.178
H -1.3687 -16.6757 -13.1734 -0.445 -0.505 -0.821
H -1.6859 -15.9268 -14.6910 -0.243 0.361 -0.783
H -5.7654 -15.8362 -16.8324 0.077 0.101 0.922
H -4.0470 -16.1460 -16.7709 -0.890 -0.003 1.189
H -4.7280 -15.1119 -15.4417 -0.367 0.165 -0.203
O -3.1523 -26.3785 -14.7016 0.448 -0.841 0.319
S -3.9004 -25.5304 -13.8446 -0.298 1.360 -0.766
O -3.5160 -25.2719 -12.4855 0.331 0.199 0.127
O -3.9515 -24.2030 -14.7175 0.177 0.430 0.144
C -4.4099 -22.8785 -14.2411 0.187 -1.693 0.351
C -4.1258 -21.8247 -15.2339 -0.272 0.723 -2.400
C -5.5823 -26.0230 -13.8693 0.863 -0.180 -0.003
H -3.8721 -22.6146 -13.3613 0.447 -0.257 0.562
H -5.4234 -23.0424 -13.9327 -0.929 0.386 -0.165
H -4.4212 -20.8883 -14.7463 0.836 0.122 0.060
H -4.7682 -21.7435 -16.1715 0.653 -0.822 1.060
H -3.0471 -21.9020 -15.5823 -1.249 0.533 0.706
H -6.1735 -25.1943 -13.5628 -0.586 0.670 0.287
H -5.6974 -26.8418 -13.1658 -0.147 -0.236 -0.287
H -5.7073 -26.2278 -14.9184 -0.607 -0.505 -0.211
C -8.0441 -19.7125 -12.1445 1.674 -0.293 -0.042
C -6.9648 -20.2508 -13.1028 -0.140 -0.152 -2.360
O -5.8618 -20.7818 -12.3477 -0.027 0.180 0.015
S -6.1557 -20.7393 -10.8248 -0.928 -1.393 0.165
O -5.6576 -19.5107 -10.2832 0.156 -0.927 0.416
O -5.8460 -22.0752 -10.2955 -0.799 3.098 -0.330
O -7.7969 -20.5680 -10.9440 0.647 0.518 -0.532
H -9.0370 -19.7254 -12.5746 -0.328 -1.172 0.354
H -7.9176 -18.6577 -11.9247 0.617 0.071 0.522
H -6.5572 -19.6010 -13.8945 -0.227 0.584 0.994
H -7.2753 -21.0804 -13.7485 -0.573 -0.182 0.677
C -4.7407 -18.4475 -19.4997 1.003 1.648 -0.080
C -4.4538 -19.8417 -19.9752 1.196 0.181 0.255
O -3.1806 -20.1584 -19.3308 -0.203 0.390 -0.160
S -2.2664 -18.8451 -19.1347 -1.548 -0.781 0.529
O -1.3226 -18.7304 -20.1738 0.559 0.107 -0.402
O -1.8899 -18.8553 -17.7673 0.482 0.268 0.208
O -3.4118 -17.7605 -19.3593 -0.711 -0.875 -0.509
H -5.1718 -18.3307 -18.5409 -0.575 -0.592 1.120
H -5.3039 -17.8178 -20.1731 -0.068 -0.113 -0.457
H -4.2602 -19.8353 -21.0483 -0.363 -0.294 -0.027
H -5.1867 -20.5687 -19.6283 0.080 0.040 -0.206
C -10.0536 -23.9556 -10.9368 0.671 -0.267 1.831
C -8.5403 -23.6465 -11.3296 -1.849 -0.605 -0.125
O -8.7174 -22.7112 -12.3952 0.035 0.247 -0.778
S -9.9678 -23.1140 -13.3035 1.832 -0.221 1.752
O -9.5665 -24.2203 -14.0936 -0.523 -0.389 -0.525
O -10.3876 -21.9027 -13.9140 -0.892 -0.127 0.265
O -10.8655 -23.5974 -12.0770 -0.132 0.270 -0.988
H -10.4158 -23.3321 -10.0773 0.471 -0.386 -0.874
H -10.1891 -25.0266 -10.6265 0.038 1.022 -0.801
H -8.0662 -24.5859 -11.6816 -0.041 0.966 0.144
H -7.9972 -23.0895 -10.5721 0.016 -0.544 0.079
C -4.8986 -26.0254 -8.8871 1.402 0.611 2.374
C -5.1271 -24.8560 -9.8090 -2.411 -1.109 0.680
O -6.0259 -25.5891 -10.7129 0.163 0.349 -1.244
S -7.0822 -26.4835 -9.9278 1.962 2.247 -0.373
O -7.3281 -27.6251 -10.6960 -0.246 -1.234 -0.380
O -8.0886 -25.6140 -9.4967 -2.553 0.599 0.485
O -6.1929 -26.6504 -8.6685 1.630 -1.094 0.353
H -4.5542 -25.8277 -7.8408 -0.255 0.274 -0.954
H -4.1240 -26.6226 -9.3419 -0.317 -1.055 -0.238
H -4.3249 -24.4733 -10.3832 0.827 -0.064 -0.531
H -5.6782 -24.0428 -9.3516 -0.091 0.033 0.077
```
Positions in Å, forces in eV/Å.

Its total charge is 0. As for the HOMO energy: -10.63 eV. As for the total energy: -6825.8483 a.u. The structure (SMILES) is CCOS(C)(=O)=O.CCOS(C)(=O)=O.CCOS(C)(=O)=O.CCOS(C)(=O)=O.CCOS(C)(=O)=O.O=S1(=O)OCCO1.O=S1(=O)OCCO1.O=S1(=O)OCCO1.O=S1(=O)OCCO1. The value obtained for the HOMO-LUMO gap is 10.69 eV. For the LUMO energy, the calculation gives 0.057 eV.